# C13H20BrCl3N3O3RuSi

A structure of composition C13H20BrCl3N3O3RuSi in a non-equilibrium geometry (wB97M-V/def2-TZVPD, OMol25).

Structure (ORCA input):
```
! wB97M-V def2-TZVPD RIJCOSX def2/J DEFGRID3
* xyz 2 2
Ru 0.81 0.27 -0.17
C -3.89 -2.85 -1.13
N -3.10 -1.67 -1.41
C -3.49 -0.96 -2.61
C -2.02 -1.29 -0.74
O -1.34 -0.30 -1.07
C -1.63 -2.14 0.47
O -0.46 -1.67 1.11
C -0.54 -1.42 2.50
C -0.49 0.10 2.76
O -0.38 0.85 1.77
N -0.55 0.55 4.00
C -0.78 -0.26 5.17
C -0.43 1.97 4.24
H -4.94 -2.61 -1.27
H -3.76 -3.21 -0.12
H -3.63 -3.65 -1.83
H -4.55 -0.71 -2.56
H -3.32 -1.59 -3.49
H -2.90 -0.05 -2.69
H -1.43 -3.17 0.13
H -2.48 -2.15 1.17
H 0.35 -1.89 2.95
H -1.45 -1.85 2.92
H -0.67 -1.32 4.98
H -1.78 -0.06 5.56
H -0.07 0.03 5.95
H -0.59 2.52 3.31
H 0.56 2.20 4.63
H -1.17 2.29 4.97
Br 1.12 5.99 -0.13
C 0.88 4.48 -1.25
C 1.07 4.56 -2.63
C 0.87 3.41 -3.38
C 0.54 2.23 -2.74
N 0.39 2.17 -1.42
C 0.52 3.26 -0.68
H 1.37 5.48 -3.09
H 0.99 3.43 -4.46
H 0.37 1.31 -3.29
H 0.34 3.17 0.38
Cl 3.02 -2.87 0.12
Si 2.20 -1.52 -1.12
Cl 3.52 -1.11 -2.59
Cl 2.62 1.21 0.88
*
```

The expectation value of S² is 0.818. As for the LUMO energy (alpha / beta): -9.0 / -8.4 eV. For the energy relative to the best compared isomer or geometry (same formula, charge and spin), the calculation gives 83.1 kcal/mol. The frontier orbital gap (alpha / beta) comes out at 0.2159 / 0.2375 hartree.

=====

# C27H28BN9OS2Ti

A structure of composition C27H28BN9OS2Ti (wB97M-V/def2-TZVPD, OMol25).

Structure (ORCA input):
```
! wB97M-V def2-TZVPD RIJCOSX def2/J DEFGRID3
* xyz -2 1
Ti -0.40 -0.13 0.28
C -2.46 1.16 3.89
C -1.40 0.79 2.91
N -1.63 -0.07 1.86
N -2.82 -0.75 1.83
C -2.72 -1.62 0.88
O -1.64 -1.73 0.17
C -3.87 -2.49 0.56
C -5.09 -2.36 1.22
C -6.15 -3.19 0.90
C -6.02 -4.16 -0.09
C -4.81 -4.28 -0.76
C -3.74 -3.46 -0.44
C -0.10 1.22 2.92
C 0.51 2.02 3.94
C 1.85 2.21 3.97
C 2.66 1.60 2.97
C 2.03 0.91 1.97
N 0.70 0.74 1.87
H -3.22 0.39 3.91
H -2.05 1.28 4.89
H -2.95 2.10 3.61
H -5.19 -1.60 1.98
H -7.10 -3.08 1.42
H -6.86 -4.80 -0.35
H -4.70 -5.03 -1.54
H -2.80 -3.54 -0.96
H -0.13 2.48 4.69
H 2.30 2.81 4.75
H 3.73 1.71 2.95
H 2.61 0.48 1.16
C 2.63 2.54 -1.61
C 1.51 2.26 -0.80
N 1.23 0.96 -0.86
N 2.13 0.39 -1.69
C 2.98 1.32 -2.15
B 2.07 -1.10 -1.98
N 0.70 -1.41 -2.59
C 0.36 -2.08 -3.70
C -1.02 -2.11 -3.78
C -1.44 -1.42 -2.63
N -0.39 -1.00 -1.93
N 2.16 -1.88 -0.64
C 3.02 -2.83 -0.24
C 2.68 -3.22 1.04
C 1.57 -2.43 1.36
N 1.27 -1.64 0.34
H 3.09 3.50 -1.78
H 0.92 2.93 -0.20
H 3.77 1.04 -2.83
H 2.97 -1.45 -2.70
H 1.13 -2.47 -4.36
H -1.63 -2.55 -4.54
H -2.43 -1.20 -2.27
H 3.81 -3.15 -0.90
H 3.17 -3.95 1.65
H 0.98 -2.39 2.26
C -1.36 2.06 -3.15
C -1.39 2.61 -1.74
S -1.95 1.54 -0.41
C -1.09 3.91 -1.52
C -0.70 4.76 -2.72
S -0.98 4.74 0.00
H -1.58 1.00 -3.16
H -0.37 2.20 -3.61
H -2.09 2.55 -3.80
H -1.28 4.53 -3.62
H 0.36 4.61 -2.97
H -0.83 5.81 -2.48
*
```

As for the LUMO energy (alpha / beta): 4.4 / 4.4 eV. For the energy relative to the best compared isomer or geometry (same formula, charge and spin), the calculation gives 0.0 kcal/mol. The frontier orbital gap (alpha / beta) comes out at 0.1615 / 0.1626 hartree.

=====

# C32H40F8INO3PSSbSe4W

A structure of composition C32H40F8INO3PSSbSe4W in a non-equilibrium geometry (wB97M-V/def2-TZVPD, OMol25).

Structure (ORCA input):
```
! wB97M-V def2-TZVPD RIJCOSX def2/J DEFGRID3
* xyz -2 3
W -0.35 0.18 2.22
F -1.80 0.52 9.51
C -1.16 0.25 8.36
C -1.63 -0.74 7.52
F -2.73 -1.43 7.87
C -0.98 -1.00 6.32
F -1.52 -1.91 5.52
C 0.16 -0.29 5.94
S 0.98 -0.60 4.40
C 0.61 0.69 6.81
F 1.69 1.43 6.53
C -0.04 0.97 8.01
F 0.41 1.94 8.82
O 0.13 0.16 -0.16
P -0.26 0.22 -1.62
C -2.09 0.23 -1.64
C -2.81 0.80 -2.88
C -3.16 -0.24 -3.93
C -4.01 -1.34 -3.32
C -3.29 -2.01 -2.15
C -2.84 -1.00 -1.10
C 0.95 -0.85 -2.51
C 1.38 -2.06 -1.67
C 0.42 -3.22 -1.80
C 0.31 -3.67 -3.25
C -0.20 -2.52 -4.12
C 0.67 -1.27 -3.98
C 0.14 1.93 -2.22
C 1.34 2.53 -1.43
C 2.61 2.63 -2.27
C 2.40 3.57 -3.47
C 0.96 3.48 -4.01
C 0.38 2.10 -3.73
H -2.15 1.01 -0.85
H -2.24 1.62 -3.32
H -3.75 1.24 -2.51
H -2.24 -0.66 -4.36
H -3.70 0.26 -4.75
H -4.25 -2.09 -4.07
H -4.95 -0.90 -2.97
H -2.44 -2.58 -2.51
H -3.93 -2.74 -1.67
H -2.25 -1.50 -0.33
H -3.73 -0.62 -0.58
H 1.77 -0.13 -2.51
H 1.48 -1.75 -0.63
H 2.38 -2.36 -2.01
H -0.56 -2.91 -1.44
H 0.75 -4.06 -1.18
H -0.37 -4.52 -3.31
H 1.30 -3.99 -3.61
H -1.21 -2.29 -3.81
H -0.23 -2.80 -5.18
H 0.21 -0.45 -4.54
H 1.64 -1.47 -4.44
H -0.76 2.50 -1.95
H 1.52 1.94 -0.54
H 1.07 3.54 -1.10
H 2.91 1.64 -2.61
H 3.42 3.00 -1.64
H 3.11 3.30 -4.27
H 2.63 4.59 -3.18
H 0.96 3.68 -5.08
H 0.33 4.24 -3.53
H 1.08 1.35 -4.10
H -0.56 1.97 -4.28
I -3.37 -0.33 2.65
C -1.77 0.69 3.75
H -2.02 0.42 4.77
H -2.02 1.74 3.58
C 4.78 -0.14 1.88
C 4.10 1.06 1.66
C 2.72 1.06 1.61
N 1.99 -0.06 1.74
C 2.64 -1.22 1.95
C 4.03 -1.30 2.03
H 5.86 -0.17 1.95
H 4.63 2.00 1.53
H 2.18 1.99 1.49
H 2.07 -2.13 2.07
H 4.48 -2.27 2.20
Se -1.30 -5.49 -0.32
Sb -0.15 -4.71 1.73
Se -0.49 -2.11 1.95
Se -1.11 -5.58 3.79
Se 2.32 -4.77 1.56
F -1.29 4.43 2.75
C -0.51 4.00 1.72
F 0.65 4.69 1.81
F -1.13 4.39 0.59
C -0.25 2.52 1.72
O -1.34 1.75 1.32
O 0.38 2.03 2.83
*
```

The expectation value of S² is 2.013. As for the LUMO energy (alpha / beta): 3.7 / 3.7 eV. For the energy relative to the best compared isomer or geometry (same formula, charge and spin), the calculation gives 20.9 kcal/mol. The frontier orbital gap (alpha / beta) comes out at 0.2031 / 0.2047 hartree.

=====

# C6H9N

A structure of composition C6H9N in a non-equilibrium geometry (wB97M-V/def2-TZVPD, OMol25).

Structure (ORCA input):
```
! wB97M-V def2-TZVPD RIJCOSX def2/J DEFGRID3
* xyz 0 1
C -0.79 -0.24 1.10
C 1.62 -0.45 0.16
C 1.20 0.79 -0.49
C 0.14 -1.07 0.20
C -0.68 0.52 -0.14
C -1.56 1.32 -0.75
N -0.01 -2.32 -0.16
H -0.97 -2.50 -0.44
H -1.74 -0.75 1.27
H -0.33 0.16 2.00
H 2.00 -0.33 1.18
H 2.23 -1.11 -0.44
H 1.27 0.78 -1.58
H 1.41 1.73 0.01
H -1.36 1.76 -1.71
H -2.44 1.70 -0.23
*
```

As for the LUMO energy (alpha / beta): 0.2 / 0.2 eV. For the energy relative to the best compared isomer or geometry (same formula, charge and spin), the calculation gives 107.3 kcal/mol. The frontier orbital gap (alpha / beta) comes out at 0.3110 / 0.3110 hartree.